No. 1
47
Properties=species:S:1:pos:R:3 method="wB97M-V/def2-TZVPD" e_tot_ha=-3078.7564 e_homo_ev=-4.296 homo_lumo_gap_ev=4.23 charge=-1
C 3.85477 -3.93211 -2.78380
O 3.67715 -2.56139 -3.15275
C 2.56591 -2.06054 -2.40248
C 2.50088 -0.52579 -2.38948
C 1.85539 -0.06600 -1.04260
C 0.32442 0.08273 -1.10418
C -0.40820 -1.27046 -1.36673
C -0.87558 -1.40230 -2.81715
C -1.77600 -2.64263 -3.09936
Ga -1.50294 -4.25057 -1.84076
H 4.37402 -4.47937 -3.56963
H 2.87459 -4.38395 -2.58969
H 4.41324 -3.93173 -1.83630
H 2.64332 -2.44958 -1.37719
H 1.63872 -2.47058 -2.81941
H 1.78348 -0.21413 -3.15280
H 3.47693 -0.05581 -2.51063
H 2.10401 -0.76016 -0.23086
H 2.30949 0.88912 -0.74213
H 0.01354 0.42167 -0.10804
H 0.04199 0.83328 -1.84922
H 0.23886 -2.09023 -1.04431
H -1.26442 -1.28097 -0.68530
H -1.47883 -0.50240 -3.02186
H -0.04777 -1.38655 -3.53447
H -1.57282 -2.98654 -4.12183
H -2.82939 -2.34196 -3.05586
H -2.40937 -4.01370 -0.52421
H 0.04412 -4.51538 -1.46759
H -2.02392 -5.57217 -2.63548
C -1.90003 5.56321 4.99298
O -2.37299 4.80074 3.87031
P -1.25703 3.77368 3.10002
O -1.47657 4.29584 1.71667
O -2.11406 2.43164 3.41109
C -3.44386 2.34058 2.90494
O 0.11115 2.87174 2.71536
C 0.98614 2.48840 3.79354
H -2.72604 6.16369 5.36726
H -1.55282 4.90359 5.79299
H -1.08976 6.22996 4.68747
H -3.58704 2.97400 2.02998
H -4.15539 2.62553 3.68165
H -3.62168 1.30367 2.62654
H 0.44544 1.90269 4.54122
H 1.42324 3.37142 4.26557
H 1.78570 1.87982 3.37849

***

No. 2
49
Properties=species:S:1:pos:R:3 method="wB97M-V/def2-TZVPD" e_tot_ha=-1315.4988 e_homo_ev=-12.279 homo_lumo_gap_ev=7.91 charge=+1
C 2.91466 -2.71788 -2.07934
C 2.95608 -1.22623 -2.41372
C 2.60281 -0.37525 -1.22234
F 2.85976 0.93328 -1.41770
S 0.77305 -0.42159 -0.75179
O 0.25814 1.05751 -1.07930
B -0.25614 -1.46360 -2.06138
N -0.30433 -0.93856 -3.38501
O -0.89440 -2.51202 -1.54582
H 1.89283 -3.10633 -1.98740
H 3.40813 -3.29269 -2.86386
H 3.43007 -2.92657 -1.13670
H 3.97875 -0.93386 -2.67937
H 2.32316 -0.97753 -3.26830
H 3.09617 -0.71501 -0.30631
H 0.35855 1.24628 -2.03363
H -1.15665 -0.44630 -3.64097
H -0.09457 -1.61865 -4.10936
H -0.67861 -2.79917 -0.64709
C -4.26562 3.81230 -1.60399
C -4.59128 2.48166 -2.25509
O -3.51018 1.55295 -2.24868
C -3.02060 1.18110 -0.97810
C -4.03405 0.50461 -0.07250
H -3.40021 4.27399 -2.08116
H -5.11573 4.48627 -1.70718
H -4.05586 3.71225 -0.53813
H -4.81836 2.62639 -3.31028
H -5.47837 2.03433 -1.79578
H -2.55996 2.03600 -0.46903
H -2.21110 0.48022 -1.20528
H -4.84750 1.17691 0.19862
H -3.55260 0.18383 0.85270
H -4.46595 -0.36885 -0.56261
C 2.60594 -0.93152 5.52108
C 3.18327 -1.18369 4.14167
O 2.21371 -1.55754 3.16641
C 1.18784 -0.61901 2.92034
C 1.68511 0.70851 2.37538
H 2.06282 -1.80771 5.87598
H 3.41361 -0.71844 6.22111
H 1.92613 -0.07868 5.53718
H 3.87346 -2.02567 4.17400
H 3.75494 -0.31382 3.79930
H 0.56500 -0.45822 3.80632
H 0.55038 -1.10719 2.17890
H 2.29568 1.25617 3.09221
H 0.84281 1.35045 2.11059
H 2.29919 0.54657 1.48543

***

No. 3
49
Properties=species:S:1:pos:R:3 method="wB97M-V/def2-TZVPD" de_lowest_kcal_mol=0.0 e_tot_ha=-2569.6513 e_homo_ev=-11.992 homo_lumo_gap_ev=9.43 charge=+1
Zn -0.54819 0.72174 0.43175
C -1.43297 0.49375 -2.36948
C -2.48918 1.44540 -1.78832
N -2.09998 1.90034 -0.43821
C -3.14478 1.74863 0.60121
C -3.40081 0.27937 0.96002
N -2.14929 -0.49119 1.17233
C -2.10270 -1.77258 0.44553
C -1.97636 -1.52617 -1.06244
N -0.98994 -0.46657 -1.34742
H -0.56233 1.07117 -2.68677
H -1.84253 -0.00962 -3.24953
H -3.45417 0.94105 -1.72797
H -2.61276 2.28828 -2.46713
H -1.84872 2.88187 -0.47011
H -4.09161 2.19486 0.28523
H -2.79433 2.28131 1.48581
H -3.97953 -0.19974 0.16951
H -4.02082 0.26493 1.85590
H -2.03809 -0.67258 2.16342
H -2.98472 -2.38936 0.63853
H -1.22969 -2.32275 0.80323
H -2.94372 -1.21887 -1.45872
H -1.71271 -2.46188 -1.55696
H -0.10320 -0.88318 -1.62759
B -0.16692 3.24224 4.17744
C -0.10237 2.37371 2.92115
N -0.11036 1.72765 1.95567
H 0.52718 4.20519 3.98059
H 0.21228 2.57647 5.10486
H -1.33879 3.53093 4.26723
C 3.97632 -1.51811 0.58831
C 3.23020 -1.41921 -0.74448
C 3.19516 -2.78351 -1.43062
C 3.89985 -0.39392 -1.65630
N 1.80626 -1.04625 -0.54975
N 1.58982 0.25471 0.01134
H 4.99691 -1.85840 0.41595
H 3.48991 -2.23643 1.25258
H 4.03486 -0.55384 1.09831
H 4.21004 -3.13539 -1.61113
H 2.67415 -2.71694 -2.38608
H 2.68792 -3.52265 -0.80546
H 4.87098 -0.77556 -1.96764
H 4.07348 0.55769 -1.15021
H 3.30260 -0.22232 -2.55470
H 1.40861 -1.70566 0.11265
H 1.95569 0.92462 -0.65745
H 2.12936 0.39678 0.86595

***

No. 4
51
Properties=species:S:1:pos:R:3 method="wB97M-V/def2-TZVPD" de_lowest_kcal_mol=145.0 e_tot_ha=-1087.6809 e_homo_ev=-7.366 homo_lumo_gap_ev=3.36 charge=0
Be 1.08739 -0.09635 0.62307
C 5.46353 0.22630 -0.15849
O 6.65130 0.35730 -0.47110
O 4.69944 -0.64478 -0.63629
O 4.99072 0.95298 0.70205
C 0.01750 5.47227 -1.93042
C 0.16830 3.94994 -1.71712
C 0.90082 3.25182 -2.86978
O 0.90970 1.85218 -2.83478
C 1.67657 1.32196 -3.87692
N 0.90893 3.76820 -0.49838
H -0.52044 5.90225 -1.08552
H -0.40617 5.73424 -2.89994
H 1.04231 5.83924 -1.98708
H -0.82239 3.54801 -1.50474
H 1.86478 3.76053 -2.85961
H 0.54891 3.55984 -3.85435
H 1.78568 0.24393 -3.75842
H 2.65086 1.80524 -3.80424
H 1.22211 1.53377 -4.84477
H 1.88290 3.99511 -0.63980
H 0.57316 4.51507 0.09284
C -4.52733 -2.30434 -0.58334
C -3.02555 -2.26061 -0.24145
C -2.23191 -3.21631 -1.10222
O -0.87334 -3.15260 -0.67752
C -0.04235 -4.24186 -1.13771
N -2.56029 -0.90236 -0.51410
H -5.11268 -1.58390 -0.01199
H -4.98598 -3.25054 -0.29623
H -4.64816 -2.16213 -1.65725
H -2.99983 -2.49161 0.82349
H -2.30323 -2.93121 -2.15185
H -2.63308 -4.22057 -0.96574
H -0.53511 -5.20355 -0.99477
H 0.85358 -4.09596 -0.53428
H 0.10032 -4.02490 -2.19633
H -2.66211 -0.74969 -1.50729
H -3.30618 -0.30593 -0.18545
C 2.90831 -2.73768 4.32844
O 1.66336 -2.82723 3.68201
H 3.19880 -3.68518 4.78224
H 3.75583 -2.44087 3.71062
H 2.76756 -1.99847 5.11703
H 1.11290 -3.42367 4.19470
C -2.09595 0.27847 4.85003
O -1.03765 0.89407 4.20744
H -3.06149 0.70028 4.57090
H -2.08536 -0.80903 4.77705
H -2.01194 0.54803 5.90282
H -0.91710 1.75030 4.62452

***

No. 5
74
Properties=species:S:1:pos:R:3 method="wB97M-V/def2-TZVPD" de_lowest_kcal_mol=0.0 e_tot_ha=-5536.3329 e_homo_ev=-12.327 homo_lumo_gap_ev=8.45 charge=+1
Cl 6.91376 -4.07424 1.08352
N 6.26529 -2.53178 1.12202
C 4.98060 -2.20189 1.20766
N 4.58909 -0.91812 1.18390
C 3.27465 -0.95109 1.27693
N 2.81446 -2.18604 1.36338
N 3.91051 -3.01717 1.31322
Br 3.65531 -4.82432 1.43062
H 6.94724 -1.77840 1.05692
H 2.62804 -0.08345 1.29255
H 1.86162 -2.52281 1.43473
C 4.83354 2.33797 1.45241
N 4.73799 3.70829 0.88194
O 4.20106 3.83776 -0.19858
O 5.20630 4.60723 1.54761
H 4.38954 1.64870 0.74719
H 5.88567 2.11716 1.60173
H 4.30524 2.34093 2.40412
C 5.65661 2.12831 6.35865
N 5.05336 1.79396 5.03984
O 4.14128 2.48572 4.64064
O 5.51627 0.84160 4.44015
H 5.13914 2.99147 6.75837
H 5.53811 1.25780 6.99641
H 6.70828 2.33667 6.18797
C -1.65184 -0.21023 0.33360
N -0.17796 -0.35060 0.43467
O 0.27650 -1.33146 1.01212
O 0.51886 0.50854 -0.05346
H -2.11425 -1.06266 0.80970
H -1.92256 0.71835 0.82868
H -1.89793 -0.17170 -0.72295
C -0.75515 -0.16058 -4.16931
N -2.01840 -0.02471 -3.39395
O -2.38927 -0.98061 -2.72792
O -2.60889 1.02710 -3.46399
H -0.36282 -1.15542 -3.99730
H -0.99983 0.00186 -5.21541
H -0.07419 0.60902 -3.81796
C -5.14229 -2.53718 -1.36449
N -5.05567 -2.57500 0.11889
O -5.77718 -3.33502 0.71986
O -4.26085 -1.81230 0.64422
H -5.89344 -3.25181 -1.67866
H -5.41630 -1.52340 -1.63825
H -4.16174 -2.78738 -1.75740
C -3.81204 2.85207 -6.27493
N -2.74459 2.28452 -7.14472
O -2.98017 2.14406 -8.32199
O -1.69331 2.00034 -6.60067
H -4.67943 3.05376 -6.89151
H -4.02547 2.11759 -5.50436
H -3.41568 3.75965 -5.83057
C -7.11850 0.08287 2.26298
N -6.40980 0.46750 1.01305
O -5.60506 1.36837 1.05489
O -6.68815 -0.17255 0.01395
H -6.77240 0.72780 3.06123
H -8.18241 0.20255 2.08054
H -6.88092 -0.96006 2.45424
C -9.26998 0.95956 -1.87769
N -10.12482 -0.20847 -2.22426
O -10.29141 -0.46328 -3.39772
O -10.58898 -0.83483 -1.29439
H -8.92593 1.41897 -2.79636
H -9.87796 1.64556 -1.29555
H -8.44420 0.57652 -1.28528
C 10.49755 -1.56148 2.74040
N 9.77868 -1.89076 1.47855
O 8.80307 -1.21061 1.18530
O 10.19853 -2.80922 0.82295
H 10.00054 -0.71932 3.20566
H 10.46241 -2.44680 3.36792
H 11.52267 -1.32338 2.47376